Entry 1:
25
Properties=species:S:1:pos:R:3 method="wB97M-V/def2-TZVPD" total_charge=0 e_homo_ev=-9.589 total_energy_ev=-9022.2238
C 1.198 -1.500 1.816
C 0.915 -1.804 0.338
C 0.073 -3.078 0.166
N 0.510 -0.669 -0.502
C -0.195 0.533 0.250
C -0.702 1.495 -0.826
C -1.721 2.518 -0.352
C 0.481 2.163 -1.539
H 0.200 -1.326 2.238
H 1.712 -0.547 1.944
H 1.728 -2.314 2.303
H 1.852 -2.101 -0.144
H -0.140 -3.133 -0.901
H 0.692 -3.923 0.494
H -0.836 -3.157 0.765
H 0.521 1.071 0.882
H -0.552 -0.623 -0.393
H -1.017 0.402 0.974
H -1.136 0.891 -1.635
H -2.377 2.855 -1.146
H -2.426 2.122 0.383
H -1.237 3.381 0.097
H 0.206 2.655 -2.454
H 1.137 2.760 -0.908
H 1.114 1.328 -1.850

Entry 2:
8
Properties=species:S:1:pos:R:3 method="wB97M-V/def2-TZVPD" smiles=FC(F)[C@@H](F)Cl total_charge=0 e_homo_ev=-11.397 total_energy_ev=-22780.5581
F -1.460 0.459 1.137
C -1.039 -0.498 0.219
F -1.880 -0.680 -0.767
C 0.274 0.144 -0.483
F 0.271 1.436 -0.470
Cl 1.934 -0.416 0.192
H -0.904 -1.555 0.749
H 0.241 -0.179 -1.526

Entry 3:
85
Properties=species:S:1:pos:R:3 method="wB97M-V/def2-TZVPD" total_charge=+2 e_homo_ev="-13.199 / -13.863" multiplicity=5 total_energy_ev=-55465.4441 s_squared=6.030
Pd 0.640 -0.743 -2.341
C -0.738 -1.733 0.220
C 0.624 -1.747 -0.429
C 0.652 -0.549 1.607
C -0.681 -1.022 1.405
C 1.469 -0.995 0.584
C -1.891 -2.593 -0.126
H -1.759 -3.163 -1.050
H -2.816 -2.002 -0.210
H -2.051 -3.321 0.692
C -1.723 -0.837 2.437
H -2.701 -1.218 2.117
H -1.811 0.240 2.633
H -1.474 -1.311 3.402
C 1.018 0.165 2.855
H 0.877 -0.462 3.755
H 0.350 1.032 2.963
H 2.058 0.514 2.843
C 2.935 -1.091 0.740
H 3.155 -1.695 1.640
H 3.396 -0.111 0.905
H 3.431 -1.571 -0.107
C 1.146 -3.103 -0.802
H 1.208 -3.705 0.113
H 2.147 -3.029 -1.239
H 0.469 -3.606 -1.499
C -1.789 1.033 -6.190
C -1.953 -0.296 -6.263
C -1.127 -1.226 -7.088
C 0.391 -0.874 -7.076
C 0.944 -0.353 -5.775
C 1.142 0.964 -5.590
C 0.577 2.048 -6.472
C -0.856 1.814 -7.053
H -1.440 -1.211 -8.152
H 0.570 -0.116 -7.858
H -1.293 -2.250 -6.708
H -0.759 1.321 -8.035
H -2.481 1.622 -5.576
H -2.817 -0.757 -5.779
H -1.305 2.808 -7.235
H 0.572 2.991 -5.895
H 1.869 1.330 -4.862
H 1.236 2.220 -7.345
H 0.939 -1.778 -7.395
H 1.332 -1.101 -5.071
P -1.474 0.178 -2.590
P 1.494 1.380 -2.055
C -0.922 1.694 -3.468
C 0.269 2.475 -2.881
H -1.791 2.337 -3.635
H -0.592 1.293 -4.430
H 0.811 3.053 -3.646
H -0.075 3.182 -2.115
C 1.851 2.196 -0.485
H 2.105 1.458 0.287
H 0.979 2.776 -0.160
H 2.707 2.862 -0.674
C 3.145 1.213 -2.819
H 3.538 2.179 -3.153
H 3.130 0.490 -3.647
H 3.801 0.798 -2.040
C -3.219 0.383 -2.236
H -3.596 -0.472 -1.662
H -3.747 0.455 -3.196
H -3.375 1.294 -1.648
C -1.387 -1.323 -3.674
H -0.903 -2.227 -3.245
H -0.881 -1.091 -4.618
H -2.459 -1.538 -3.816
C -3.505 1.443 0.986
C -2.580 2.513 1.381
C -2.796 3.920 1.204
C -1.655 4.561 1.702
C -0.783 3.515 2.172
C 0.552 3.720 2.761
N -1.378 2.303 1.995
H -4.012 0.997 1.855
H -2.975 0.637 0.457
H -4.279 1.846 0.321
H -3.692 4.343 0.775
H -1.422 5.613 1.761
H 0.886 4.741 2.531
H 0.536 3.608 3.858
H 1.300 3.021 2.358

Entry 4:
146
Properties=species:S:1:pos:R:3 method="wB97M-V/def2-TZVPD" total_charge=-1 e_homo_ev=-7.852 total_energy_ev=-330727.7414
O 30.650 29.199 24.955
C 30.159 28.122 25.320
O 29.599 27.764 26.484
B 29.089 26.388 26.443
O 29.449 25.915 25.114
C 30.050 26.888 24.384
O 30.375 26.902 23.212
O 27.652 26.327 26.582
C 27.257 25.474 27.440
O 26.110 25.212 27.800
C 28.547 24.881 28.116
O 29.612 25.549 27.581
O 28.603 24.169 29.116
C 30.478 28.201 20.262
Br 31.457 29.033 18.686
Br 29.143 26.902 19.569
Br 29.552 29.583 21.314
H 31.126 27.576 20.875
C 24.073 25.040 23.806
C 23.064 24.428 23.049
C 23.415 23.290 22.425
C 24.721 22.815 22.385
C 25.735 23.466 23.136
C 25.359 24.556 23.921
N 25.045 21.611 21.613
O 26.149 21.370 21.183
O 24.049 20.863 21.448
H 23.740 25.919 24.338
H 22.044 24.784 23.049
H 22.589 22.809 21.921
H 26.718 23.027 23.225
H 26.129 25.005 24.531
C 26.242 25.482 31.430
C 25.377 26.317 32.226
C 24.036 25.962 32.256
C 23.510 24.847 31.587
C 24.358 23.986 30.797
C 25.744 24.341 30.802
N 22.044 24.601 31.599
O 21.316 25.458 32.124
O 21.648 23.542 31.128
H 27.308 25.655 31.422
H 25.743 27.198 32.732
H 23.356 26.680 32.690
H 24.015 23.191 30.152
H 26.361 23.770 30.124
C 26.340 29.442 30.873
C 25.659 30.664 30.715
C 25.300 31.052 29.433
C 25.658 30.245 28.316
C 26.313 29.000 28.493
C 26.658 28.645 29.821
N 25.027 30.546 26.987
O 24.278 31.524 26.795
O 25.558 29.968 26.000
H 26.685 29.122 31.845
H 25.222 31.131 31.585
H 24.778 31.997 29.408
H 26.507 28.359 27.645
H 27.100 27.663 29.903
C 29.208 31.908 24.285
C 28.393 31.618 25.400
C 27.523 32.609 25.908
C 27.551 33.867 25.331
C 28.502 34.191 24.380
C 29.261 33.194 23.749
N 26.633 34.902 25.891
O 25.956 34.591 26.867
O 26.567 35.998 25.376
H 29.783 31.198 23.709
H 28.374 30.599 25.756
H 26.811 32.390 26.690
H 28.502 35.219 24.049
H 29.845 33.476 22.885
C 30.004 28.015 30.248
C 30.232 29.241 30.863
C 29.938 29.400 32.223
C 29.444 28.321 33.005
C 29.381 27.076 32.341
C 29.734 26.898 31.015
N 29.069 28.500 34.410
O 29.170 27.529 35.197
O 28.663 29.653 34.712
H 30.145 27.906 29.183
H 30.527 30.132 30.329
H 30.092 30.426 32.524
H 28.944 26.277 32.922
H 29.577 25.896 30.645
C 23.166 27.184 27.275
C 23.367 27.166 28.621
C 22.688 27.977 29.499
C 21.806 28.946 29.007
C 21.709 29.055 27.590
C 22.286 28.127 26.766
N 21.257 29.984 29.885
O 20.435 30.833 29.447
O 21.703 30.076 31.005
H 23.760 26.560 26.624
H 24.083 26.474 29.039
H 22.946 27.956 30.547
H 21.125 29.817 27.094
H 22.035 28.080 25.716
N 31.387 22.518 22.730
C 30.609 23.549 22.968
C 29.442 23.801 22.215
C 29.089 22.950 21.155
C 29.968 21.856 20.882
C 31.092 21.676 21.705
H 30.950 24.213 23.749
H 29.022 24.779 22.396
H 28.188 23.216 20.622
H 29.815 21.204 20.034
H 31.796 20.857 21.681
N 25.278 21.245 26.250
C 24.259 20.670 25.650
C 23.032 21.296 25.613
C 22.793 22.522 26.286
C 23.898 23.134 26.971
C 25.133 22.445 26.904
H 24.408 19.655 25.313
H 22.179 20.865 25.109
H 21.855 23.052 26.212
H 23.662 23.900 27.695
H 26.019 22.847 27.373
N 31.892 21.073 28.573
C 31.490 22.316 28.061
C 30.931 22.455 26.784
C 30.841 21.293 26.001
C 31.217 20.067 26.423
C 31.738 19.966 27.739
H 31.465 23.114 28.789
H 30.523 23.386 26.420
H 30.471 21.331 24.987
H 31.142 19.253 25.718
H 32.161 19.018 28.038
N 27.574 19.752 29.233
C 26.847 19.618 30.351
C 27.012 20.436 31.451
C 28.074 21.327 31.438
C 28.892 21.498 30.297
C 28.621 20.674 29.245
H 26.009 18.947 30.237
H 26.388 20.392 32.331
H 28.159 22.014 32.267
H 29.663 22.247 30.199
H 29.221 20.832 28.362

Entry 5:
86
Properties=species:S:1:pos:R:3 method="wB97M-V/def2-TZVPD" total_charge=+2 e_homo_ev="-12.984 / -12.937" total_energy_ev=-66761.0251
W -1.050 -0.030 0.505
O -1.122 1.479 4.342
C -1.378 0.928 3.290
N -0.979 1.302 2.035
C -0.635 2.625 1.776
C -0.281 3.616 2.689
C -0.122 4.911 2.233
C -0.283 5.225 0.888
C -0.599 4.249 -0.039
C -0.775 2.937 0.400
N -1.188 1.846 -0.337
C -1.539 1.941 -1.656
O -1.185 2.775 -2.463
C -2.518 0.855 -1.953
C -3.294 0.890 -3.104
C -4.345 0.002 -3.240
C -4.608 -0.850 -2.170
C -3.788 -0.829 -1.058
N -2.716 -0.027 -0.940
C -2.214 -0.307 3.244
C -2.823 -0.737 4.419
C -3.603 -1.877 4.410
C -3.718 -2.564 3.204
C -3.083 -2.075 2.079
N -2.353 -0.943 2.050
H -0.150 3.383 3.735
H 0.127 5.687 2.941
H -0.171 6.246 0.562
H -0.713 4.487 -1.084
H -3.046 1.634 -3.846
H -4.971 0.004 -4.117
H -5.455 -1.517 -2.198
H -4.045 -1.438 -0.201
H -2.655 -0.156 5.314
H -4.093 -2.231 5.304
H -4.302 -3.470 3.136
H -3.158 -2.637 1.157
N 0.442 -1.169 1.950
C 1.871 -0.892 1.847
C 2.713 -1.222 2.902
C 4.070 -0.955 2.817
C 4.585 -0.337 1.688
C 3.745 0.010 0.646
C 2.381 -0.279 0.702
P 1.205 0.339 -0.564
C 1.582 -0.503 -2.140
C 2.803 -1.118 -2.401
C 3.020 -1.740 -3.620
C 2.025 -1.754 -4.584
C 0.808 -1.141 -4.327
C 0.583 -0.521 -3.111
C 1.927 1.986 -0.788
C 2.204 2.733 0.359
C 2.847 3.948 0.243
C 3.234 4.412 -1.006
C 2.941 3.678 -2.144
C 2.275 2.469 -2.043
H 0.279 -2.158 1.716
H 0.213 -1.076 2.949
H 2.309 -1.663 3.805
H 4.719 -1.211 3.640
H 5.635 -0.095 1.634
H 4.138 0.545 -0.204
H 3.579 -1.136 -1.651
H 3.969 -2.217 -3.810
H 2.194 -2.245 -5.529
H 0.028 -1.147 -5.073
H -0.365 -0.035 -2.919
H 1.936 2.346 1.333
H 3.070 4.520 1.130
H 3.782 5.337 -1.097
H 3.244 4.036 -3.115
H 2.052 1.900 -2.933
C -1.063 -4.608 -0.324
C 0.436 -4.333 -0.126
C 0.607 -2.942 -0.735
O -0.664 -2.286 -0.556
C -1.576 -3.312 -0.973
H -1.555 -4.803 0.628
H -1.240 -5.464 -0.966
H 1.061 -5.060 -0.636
H 0.707 -4.349 0.929
H 0.794 -3.030 -1.812
H 1.412 -2.362 -0.284
H -1.543 -3.386 -2.066
H -2.589 -3.041 -0.688

Entry 6:
20
Properties=species:S:1:pos:R:3 method="wB97M-V/def2-TZVPD" total_charge=0 e_homo_ev="-5.548 / -9.375" multiplicity=3 total_energy_ev=-14528.9543 s_squared=2.009
C 1.028 -1.350 -0.781
C 0.818 -1.183 1.745
C -1.794 0.164 -0.747
C -0.106 2.065 -0.673
C 1.045 -0.494 0.445
C -0.745 0.899 0.019
I -1.434 1.437 1.987
H 1.165 -0.753 -1.680
H 0.097 -1.905 -0.860
H 1.837 -2.083 -0.743
H -0.136 -1.707 1.765
H 0.860 -0.488 2.580
H 1.606 -1.929 1.893
H -2.134 -0.721 -0.213
H -1.412 -0.132 -1.722
H -2.662 0.810 -0.909
H -0.842 2.850 -0.874
H 0.685 2.501 -0.065
H 0.315 1.747 -1.625
H 1.809 0.273 0.456

Entry 7:
56
Properties=species:S:1:pos:R:3 method="wB97M-V/def2-TZVPD" smiles=OCC1(Cc2ccccc2)CCN(CCCC2CCCC2)CC1 total_charge=0 e_homo_ev=-7.952 total_energy_ev=-25850.4593
O -2.783 -3.005 0.147
C -2.325 -1.880 -0.562
C -2.021 -0.653 0.326
C -3.277 -0.310 1.161
C -4.479 0.057 0.339
C -4.753 1.381 0.018
C -5.857 1.712 -0.748
C -6.710 0.721 -1.201
C -6.456 -0.601 -0.876
C -5.352 -0.929 -0.110
C -1.597 0.500 -0.593
C -1.004 1.683 0.185
N 0.070 1.348 1.089
C 1.428 1.440 0.613
C 1.942 0.361 -0.355
C 3.369 0.645 -0.830
C 4.442 0.378 0.230
C 4.736 -1.116 0.401
C 5.747 -1.465 -0.701
C 6.361 -0.130 -1.159
C 5.808 0.924 -0.196
C -0.273 0.254 1.964
C -0.845 -0.987 1.260
H -2.093 -3.282 0.760
H -1.425 -2.137 -1.141
H -3.121 -1.633 -1.267
H -3.520 -1.189 1.763
H -3.040 0.512 1.837
H -4.101 2.166 0.376
H -6.053 2.747 -0.988
H -7.573 0.978 -1.798
H -7.123 -1.379 -1.218
H -5.159 -1.961 0.143
H -2.456 0.846 -1.171
H -0.855 0.123 -1.300
H -1.797 2.143 0.787
H -0.645 2.437 -0.519
H 2.067 1.450 1.503
H 1.528 2.416 0.128
H 1.908 -0.615 0.131
H 1.288 0.328 -1.229
H 3.428 1.690 -1.142
H 3.579 0.028 -1.705
H 4.128 0.829 1.174
H 5.181 -1.285 1.383
H 3.837 -1.727 0.334
H 5.253 -1.965 -1.535
H 6.510 -2.145 -0.323
H 6.055 0.100 -2.179
H 7.450 -0.156 -1.140
H 6.454 1.001 0.680
H 5.740 1.909 -0.656
H -1.016 0.627 2.680
H 0.616 -0.030 2.532
H -0.056 -1.457 0.667
H -1.161 -1.697 2.030

Entry 8:
23
Properties=species:S:1:pos:R:3 method="wB97M-V/def2-TZVPD" total_charge=+1 e_homo_ev=-14.018 total_energy_ev=-7962.7019
C 0.803 2.196 0.307
C -0.203 1.325 -0.432
C 0.188 0.061 -0.873
C -1.060 0.314 0.533
C -2.246 -0.484 -0.049
C -1.981 -1.961 -0.320
N 3.389 -0.772 0.418
H 0.957 1.838 1.326
H 0.491 3.226 0.333
H 1.789 2.093 -0.128
H -0.862 1.873 -1.099
H 1.178 -0.245 -0.527
H -0.169 -0.309 -1.822
H -0.488 -0.304 1.222
H -1.550 1.093 1.108
H -2.656 -0.061 -0.960
H -3.051 -0.408 0.680
H -2.947 -2.462 -0.405
H -1.521 -2.089 -1.289
H -1.393 -2.472 0.437
H 3.518 -1.444 1.165
H 3.816 0.104 0.692
H 3.996 -1.113 -0.321